Molecular formula: C9H13F4N2
Method: DFT, ωB97M-V/def2-TZVPD

Each line ends with the Mulliken charge.
CARTESIAN COORDINATES (ANGSTROEM)
C (-2.192, -1.897, -2.197)  -0.40
C (-1.281, -1.729, -1.260)  -0.29
C (-1.180, 0.043, -2.883)  -0.05
C (2.340, 0.398, 2.916)  -1.33
C (0.817, 0.207, 3.124)  -0.29
C (-0.007, 0.444, 1.898)  -0.54
C (0.551, -0.381, 0.586)  -0.92
C (0.119, 0.164, -0.657)  0.65
C (0.428, 1.599, -1.059)  0.51
N (-2.243, -0.879, -3.100)  -0.15
N (-0.694, -0.430, -1.527)  0.09
F (-0.136, -0.150, -3.816)  -0.30
F (1.497, 2.165, -0.295)  -0.30
F (-0.555, 2.382, -0.684)  -0.19
F (0.732, 1.808, -2.293)  -0.18
H (-2.987, -2.701, -2.134)  0.36
H (-0.866, -2.314, -0.412)  0.39
H (-1.447, 1.046, -2.909)  0.50
H (2.698, -0.375, 2.305)  0.42
H (2.965, 0.212, 3.842)  0.35
H (2.573, 1.306, 2.492)  0.37
H (0.313, 0.781, 3.959)  0.34
H (0.612, -0.863, 3.280)  0.29
H (-1.117, 0.173, 2.058)  0.27
H (0.099, 1.395, 1.417)  0.42
H (1.596, -0.267, 0.582)  0.31
H (0.290, -1.407, 0.645)  0.40
H (-2.927, -0.732, -3.878)  0.27

- SMILES string = CCCC/C(=[N+]1\C=CN[C@@H]1F)C(F)(F)F
- 2S+1 = 1
- HOMO energy (spin up / spin down) (eV) = -13.278 / -13.278
- total charge = +1



Molecular formula: C9H13LaO5P
Method: DFT, ωB97M-V/def2-TZVPD

Each line ends with the Mulliken charge.
CARTESIAN COORDINATES (ANGSTROEM)
La (0.081, -0.632, -1.146)  2.00
O (0.234, 2.911, -0.441)  -0.01
C (0.194, 1.803, -0.772)  0.07
C (-0.052, -3.283, -0.983)  0.11
O (-0.113, -4.427, -0.841)  -0.02
C (2.676, -0.600, -0.989)  0.12
O (3.814, -0.579, -0.816)  -0.02
C (-2.442, -0.311, -0.953)  0.12
O (-3.576, -0.183, -0.785)  -0.01
C (0.110, 0.240, -5.625)  -0.59
H (-0.794, 0.862, -5.656)  0.32
H (1.070, 0.773, -5.636)  0.32
C (0.047, -1.102, -5.685)  -0.58
H (0.951, -1.719, -5.747)  0.32
H (-0.912, -1.629, -5.767)  0.32
C (1.390, 1.298, 2.802)  -1.04
P (-0.061, 0.302, 2.497)  0.73
C (-0.198, -0.826, 3.881)  -1.10
C (-1.488, 1.375, 2.540)  -1.03
O (0.040, -0.457, 1.148)  -0.42
H (1.186, 1.855, 3.711)  0.41
H (1.600, 2.003, 1.993)  0.32
H (2.277, 0.674, 2.972)  0.38
H (-0.267, -0.234, 4.806)  0.41
H (-1.104, -1.448, 3.809)  0.38
H (0.692, -1.470, 3.959)  0.39
H (-1.487, 2.117, 1.738)  0.32
H (-2.425, 0.804, 2.490)  0.37
H (-1.444, 1.886, 3.496)  0.40

- 2S+1 = 1
- HOMO energy (eV) = -18.571
- total charge = +3



> What is the 2S+1 in the second record?

1



> Look up the 2S+1 of the second one.

1



> total charge of number 2 (C9H13LaO5P)?

+3